[1]
Density functional theory data (ωB97M-V with the def2-TZVPD basis set) for 2 unconnected molecules or ions with the total composition CHNOS2 at a distorted geometry.

Structure (XYZ):
```
6
Properties=species:S:1:pos:R:3:forces:R:3
S -1.4334 -0.4608 -1.0336 -0.5384 -0.5390 2.9663
C 0.4658 -1.5721 2.5889 0.7787 -0.2453 0.1951
S -0.5414 -0.8686 3.5026 -1.1798 0.7057 0.8803
H -1.8862 -1.3524 1.0134 -0.2445 -1.6207 -0.0191
O 1.2876 -2.0978 1.9907 0.5200 -0.4907 -0.8907
N -1.7071 -0.4910 0.5569 0.6640 2.1900 -3.1318
```
Forces are in eV/Å.

Relative energy (zero: lowest compared OMol25 entry of this formula, charge and spin), kcal per mole: 11.7
SMILES string: O=C=S.N=S
E_LUMO (spin up / spin down), eV: -1.52 / -1.53
Total energy, eV: -26259.3796
Frontier orbital gap (spin up / spin down), eV: 7.43 / 7.41

[2]
Density functional theory data (ωB97M-V with the def2-TZVPD basis set) for CHNOS2 in the gas phase at a distorted geometry.

Structure (XYZ):
```
6
Properties=species:S:1:pos:R:3:forces:R:3
H -1.9224 -0.3999 0.1064 0.0590 -0.9472 -0.2829
N -1.1487 0.0378 -0.3778 -0.8974 0.6835 -0.3030
O -0.3493 0.5085 0.6897 2.3757 0.4451 -0.4520
S 0.1227 -0.8640 -1.1661 0.4503 1.0399 1.3498
S 2.3920 0.5154 0.5981 -0.1160 0.2839 0.1187
C 0.9058 0.2022 0.1497 -1.8715 -1.5053 -0.4306
```
Forces are in eV/Å.

Relative energy (zero: lowest compared OMol25 entry of this formula, charge and spin), kcal per mole: 46.0
SMILES string: S=c1o[nH]s1
E_LUMO, eV: -0.34
Total energy, eV: -26257.8935
Frontier orbital gap, eV: 8.63

[3]
Density functional theory data (ωB97M-V with the def2-TZVPD basis set) for CHO2PS in the gas phase at a distorted geometry.

Structure (XYZ):
```
6
Properties=species:S:1:pos:R:3:forces:R:3
H -0.7865 0.0319 -1.5238 0.6808 0.1956 0.1526
O -1.4833 0.1002 0.3444 -1.5722 0.6586 0.8591
C -0.6776 -0.1900 -0.4464 -0.6152 -1.7524 -1.0206
P 1.6361 0.2000 0.9009 0.9363 -1.5580 0.2342
S 0.5877 -1.4414 0.0621 0.6039 0.2248 -0.2779
O 0.7236 1.2992 0.6628 -0.0336 2.2313 0.0526
```
Forces are in eV/Å.

Relative energy (zero: lowest compared OMol25 entry of this formula, charge and spin), kcal per mole: 18.4
SMILES string: O=CSP=O
E_LUMO, eV: -0.84
Total energy, eV: -25271.5551
Frontier orbital gap, eV: 9.22